{
  "formula": "C30H43BiF5P2S",
  "method": "ωB97M-V/def2-TZVPD",
  "species": ["H", "C", "H", "H", "F", "H", "C", "H", "H", "C", "H", "C", "C", "C", "H", "H", "C", "C", "H", "P", "H", "C", "C", "H", "H", "H", "C", "C", "H", "H", "H", "C", "H", "H", "H", "C", "C", "C", "H", "H", "H", "Bi", "F", "C", "H", "H", "H", "C", "F", "C", "C", "H", "H", "H", "H", "H", "S", "H", "C", "C", "H", "H", "H", "P", "C", "H", "C", "H", "C", "C", "C", "F", "F", "C", "H", "H", "H", "H", "C", "H", "C", "H"],
  "coordinates": [[-0.6441, 2.3170, 2.6286], [1.8770, 0.0269, 2.2356], [0.6797, -2.2080, -4.1188], [2.5003, 1.6753, -7.1934], [-4.4555, 0.2950, -3.1598], [2.9364, 1.7719, 1.5945], [-4.3055, -0.0479, -1.8385], [1.0363, 2.6666, 2.1621], [-3.9659, 2.2027, -2.3975], [1.7338, 1.5570, -6.4186], [0.6912, 3.0760, -5.3202], [2.7094, -1.5722, -2.3806], [3.3048, 0.0032, -5.1087], [-3.0314, -0.3005, -1.3180], [3.7221, 0.2368, 1.1660], [5.3647, 0.1786, -5.6339], [0.4057, 2.0648, 2.8307], [-1.2376, 0.9284, -5.1984], [-3.2679, 3.7712, -1.8973], [-1.5813, 2.2948, -2.6439], [3.7693, 0.8217, 2.8406], [1.7376, 2.7546, -5.4779], [0.6518, 0.6203, 2.6406], [1.9428, 3.1064, -3.3028], [0.7679, 1.5120, -6.9367], [4.5380, 2.9435, -6.1110], [-0.2570, -2.9846, 2.7544], [1.8826, 0.2467, -5.6477], [-3.0428, 1.9070, -4.4097], [-3.1558, 2.3448, -0.8091], [-1.0773, -1.8452, -4.3038], [-5.3568, -0.8558, 0.1537], [5.8012, 2.2721, -5.0777], [3.5275, -1.9579, 1.2684], [4.3806, 3.2616, -3.4017], [3.1348, 0.7487, 1.9414], [-0.2795, -0.4225, 2.8740], [-1.9513, 2.0593, -4.3988], [2.2447, 3.5981, -5.9794], [-1.8051, -0.7410, 4.3335], [-2.3863, -0.7723, 2.6676], [3.1441, 0.6815, -3.0431], [-1.8675, -1.8988, 0.0204], [2.4243, 2.5524, -4.1190], [0.4177, -3.7751, 2.4104], [4.3148, 0.7845, -6.9025], [1.6559, -0.6024, -6.3168], [1.6979, -1.3807, 2.2148], [-4.0721, -2.1229, 1.7051], [3.8886, 2.5664, -4.0941], [-5.4640, -0.2239, -1.0844], [-0.5205, -3.1893, 3.8026], [-1.9546, 0.7786, 3.4154], [-0.0007, -1.8896, -5.7566], [3.5021, -1.0789, -5.0290], [3.1850, -2.8049, 2.7954], [-1.4521, 0.3363, -2.0265], [-1.0633, 4.4194, -1.6635], [0.3651, -1.6577, 2.6117], [2.7273, -2.3935, 1.8810], [3.7366, -1.7677, -2.0239], [2.0183, -1.6114, -1.5203], [2.2878, -3.2321, 1.3237], [0.2829, 0.1431, -4.4643], [-4.1408, -1.4119, 0.5464], [0.6288, 2.3748, 3.8652], [-3.0031, -1.1857, -0.2297], [-1.9523, 0.0984, -5.3546], [-0.0656, -1.6304, -4.6864], [4.4446, 0.7523, -5.8136], [4.7185, 2.1936, -5.3151], [-6.4339, -0.9290, 0.9593], [-6.6591, 0.2240, -1.5238], [-0.6702, 3.8526, -2.5156], [-1.7703, 3.0497, -4.8474], [0.4098, 3.7525, -2.4026], [-1.1842, -3.0652, 2.1669], [-0.9795, 1.3256, -6.1953], [-1.6755, -0.2778, 3.3446], [2.4589, -2.3073, -3.1609], [-3.1482, 2.6852, -1.8525], [-0.8913, 4.4273, -3.4249]],
  "forces_ev_per_a": [[0.24, 0.05, 0.07], [0.20, -1.10, -0.04], [-0.38, 0.16, -0.28], [-0.16, -0.20, 0.19], [0.24, 0.35, 1.29], [0.10, -0.22, 0.12], [-0.41, -0.11, -0.74], [-0.18, -0.03, 0.17], [0.25, 0.38, 0.19], [-0.20, -0.46, -0.22], [0.35, -0.05, 0.11], [-0.22, -1.08, 0.66], [-0.32, -0.40, 0.17], [-0.07, 0.20, -0.17], [-0.11, 0.11, 0.24], [-0.30, 0.03, -0.07], [-0.06, 0.60, 0.17], [-0.28, -0.04, -0.89], [-0.25, -0.13, 0.12], [-1.90, -0.27, -0.95], [-0.15, -0.01, -0.23], [-0.06, 0.49, 0.49], [-2.41, -1.29, 0.56], [0.50, 0.12, -0.45], [0.39, 0.16, -0.19], [-0.06, -0.31, 0.20], [-0.18, -0.57, -0.08], [-1.36, -0.56, -1.39], [0.39, -0.05, -0.13], [0.07, 0.27, -0.24], [0.42, -0.10, -0.13], [-0.68, 0.21, 0.58], [-0.74, 0.11, 0.00], [-0.13, -0.20, 0.12], [-0.18, -0.37, -0.18], [0.29, 0.23, -0.23], [0.87, 3.14, -0.18], [0.15, 0.32, -0.73], [-0.34, -0.16, 0.18], [-0.08, 0.13, -0.16], [0.14, 0.05, 0.20], [0.96, -0.85, 2.18], [-1.07, 1.31, 0.18], [-0.21, 1.06, -0.44], [-0.14, 0.09, 0.15], [0.02, -0.24, 0.15], [0.02, 0.43, -0.15], [-1.14, -0.24, 0.22], [-0.06, 0.62, -1.42], [0.92, 1.91, -0.35], [-0.25, 0.16, -0.20], [0.03, 0.01, -0.19], [-0.02, -0.21, 0.10], [-0.14, -0.07, 0.41], [-0.05, 0.48, -0.34], [0.02, 0.02, -0.32], [0.73, -2.67, 0.50], [0.18, -0.22, -0.06], [2.40, -0.49, -0.81], [0.36, -0.38, 0.01], [-0.36, 0.16, -0.16], [0.21, 0.05, -0.47], [0.22, 0.14, 0.08], [1.30, 0.27, 0.73], [0.11, -0.47, 0.80], [-0.06, 0.07, -0.30], [0.88, -0.44, 0.31], [0.31, 0.46, 0.01], [-0.30, -0.19, -0.04], [0.20, -0.32, -0.29], [0.03, 0.28, 0.42], [0.98, -0.16, -0.81], [0.98, -0.49, 0.24], [0.82, 0.23, 0.99], [-0.08, -0.40, -0.12], [-0.19, -0.03, -0.07], [0.15, 0.06, 0.20], [-0.38, -0.19, 0.34], [-0.34, 0.09, 0.05], [0.01, 0.45, 0.23], [-0.44, 0.72, -0.01], [0.00, -0.39, 0.11]],
  "homo_lumo_gap_ev": [4.48, 4.39],
  "lumo_ha": [-0.1654, -0.1650],
  "largest_force_ev_per_a": 3.260,
  "de_lowest_kcal_mol": 0.00,
  "charge": 1
}


{
  "formula": "C29H26B2F25N3O11PS",
  "method": "ωB97M-V/def2-TZVPD",
  "species": ["B", "H", "C", "C", "N", "O", "F", "H", "F", "H", "H", "F", "P", "N", "C", "C", "H", "C", "H", "F", "C", "F", "O", "F", "F", "F", "F", "H", "H", "H", "C", "H", "F", "C", "H", "H", "F", "F", "F", "F", "C", "F", "H", "H", "B", "H", "H", "H", "H", "C", "C", "F", "C", "C", "H", "C", "F", "H", "C", "H", "O", "O", "C", "H", "H", "F", "H", "O", "F", "C", "O", "C", "C", "C", "F", "F", "C", "C", "S", "F", "O", "O", "F", "C", "C", "C", "O", "C", "H", "O", "H", "O", "F", "C", "C", "F", "N", "C"],
  "coordinates": [[2.1174, -0.4108, -0.4536], [9.2632, 3.3298, -0.2307], [10.7465, -1.4403, -1.5260], [-6.0979, -2.6902, -3.6403], [-6.2399, 0.0307, 1.1192], [7.3481, 4.9660, 0.8837], [6.7544, 2.3184, 2.8895], [-8.3497, -4.4134, 2.9378], [9.4573, 5.3224, 1.4830], [1.0980, 2.5141, -0.1793], [-9.4061, -4.3662, -2.6712], [-10.2503, -2.5246, 2.0908], [-6.0307, 0.5588, -0.4285], [-6.5868, -2.7190, -0.8399], [6.1580, 5.0092, 1.6770], [-9.2380, -2.4845, 2.9990], [3.5646, 0.5633, 0.5148], [-2.7755, 2.0924, -0.0063], [-8.6111, -3.6992, -0.1532], [4.6766, 1.7189, 2.7268], [-8.3642, -3.8043, -2.5647], [10.0271, 2.5547, 1.4427], [-10.2045, -4.7184, 3.6351], [11.5307, -0.5214, -0.9172], [-9.6052, -0.1732, 3.3920], [-0.9841, -3.9233, -3.8233], [9.9257, -2.2481, -3.5687], [9.6261, -0.1225, -4.4663], [-6.1255, 1.9976, -0.5281], [-5.0341, 3.3163, -1.9432], [10.1404, 0.0807, -3.5193], [9.7415, -1.3808, -1.0975], [3.9800, 4.1561, 1.6592], [-12.4563, -4.0405, 4.3735], [-7.8658, -3.8247, -5.0379], [5.5597, 5.8073, 1.2212], [-11.1492, -5.7529, 5.3593], [10.8190, 1.5966, -1.6562], [-10.4438, -3.7264, 5.6614], [8.2081, 4.1679, 2.8255], [-1.5254, -0.1632, -1.3582], [13.3971, 0.4231, -2.2353], [-7.0721, -0.0291, -1.2798], [-5.3632, -2.3942, -4.5262], [-3.9232, 4.0931, -0.3882], [1.0694, -0.9480, 1.2520], [-7.0913, -0.6003, 1.1655], [13.6458, 2.0289, -3.3820], [5.2645, 3.2965, 3.7815], [-0.0476, 0.5108, -1.1369], [11.5646, 1.8729, -2.7527], [5.4635, 3.1019, 0.4671], [-7.5231, -3.5048, -3.9666], [-1.6959, -1.5905, -2.1458], [-8.5931, -1.2819, 4.6931], [-1.2693, 2.7871, 0.2123], [7.9993, 2.1562, 0.7594], [9.3532, 0.4632, -2.8587], [-5.8113, -2.3927, -2.0679], [-8.5284, -3.8575, 4.5691], [-3.8988, 2.8889, 0.5113], [11.0988, 1.0905, -3.8499], [-7.8912, -3.4105, -1.0585], [-12.9574, -4.7595, 3.7196], [6.3565, 5.3653, 2.6949], [-10.5660, -1.5569, 4.7576], [-3.2082, -3.1495, -2.7894], [-4.1718, 3.8159, -1.8372], [11.2625, -2.6547, -1.1996], [-9.0433, -3.8831, 3.6014], [0.3582, -1.6678, -3.9902], [5.4920, 2.8014, 2.8327], [-2.8703, 0.6362, -0.7623], [10.7141, -1.2599, -3.0395], [-8.1081, -2.1947, 2.2797], [11.9463, -1.4418, -3.5870], [-4.3735, -1.5812, -1.7805], [5.2873, 3.7451, 1.6530], [-0.3079, -2.6021, -2.9285], [11.2874, 3.1645, -3.0767], [0.6821, -3.1890, -1.8914], [1.2466, -0.0283, -1.5823], [-13.2319, -3.8462, 5.4732], [0.0415, 1.9859, -0.3527], [8.9657, 3.1084, 0.7979], [13.0704, 1.7120, -2.5078], [1.6974, -1.3653, 0.5912], [-11.0569, -4.5339, 4.7632], [-3.4343, 5.9748, -0.8003], [3.4932, 0.1495, -0.3952], [-1.1177, 3.8332, 0.7251], [-3.6786, 5.4791, 0.0579], [-12.4032, -2.8495, 3.7246], [-4.3248, -0.1028, -0.9989], [-9.4491, -1.3699, 4.0175], [13.4747, 2.4468, -1.4375], [-3.1005, -2.2142, -2.2923], [8.4817, 4.3752, 1.5152]],
  "forces_ev_per_a": [[1.65, -0.26, 1.38], [-0.03, 0.22, 0.11], [0.22, -0.63, 0.90], [-3.16, -1.73, 2.54], [-0.52, 0.54, -2.70], [0.61, -1.38, 1.03], [-0.77, 0.00, 0.00], [-0.26, 0.17, -0.05], [-0.23, -0.78, -0.26], [-2.48, -1.54, -0.61], [2.51, 1.35, 0.26], [0.21, 0.17, 0.26], [-1.22, -2.28, 3.65], [-2.08, -1.25, -4.88], [0.00, 1.10, -0.31], [-0.58, -0.58, -0.41], [0.34, -1.01, -1.28], [3.95, 0.13, -0.21], [2.05, 0.88, -2.09], [-0.33, 0.06, -0.28], [1.86, 0.87, -0.59], [-0.35, 0.56, 0.02], [-0.82, 1.18, 1.07], [-0.22, -0.49, -0.11], [0.19, -0.29, -0.25], [0.39, 2.79, 2.22], [-0.10, 0.26, 0.51], [0.34, -0.09, 0.12], [0.58, -0.93, -0.52], [1.61, 0.74, 0.13], [-0.65, 0.33, -0.87], [-0.05, 0.06, -0.16], [0.07, -0.13, 0.44], [-0.93, 0.41, -0.17], [0.68, 0.72, 2.40], [0.07, -0.33, -0.11], [-0.43, 0.60, -0.39], [0.50, 0.71, -0.12], [-0.71, -0.59, -0.03], [0.73, 0.01, -0.50], [1.00, -0.35, -0.17], [-0.24, 0.51, -0.33], [1.34, 0.82, -0.04], [-1.67, -0.55, 2.32], [-0.12, 1.00, -1.21], [0.95, -0.87, -1.20], [1.43, 0.91, -0.20], [-0.25, 0.06, -0.05], [-0.01, 0.13, -0.11], [-0.69, 2.77, 1.59], [-1.74, -0.31, -1.07], [-0.08, -0.05, 0.50], [1.98, 1.66, 5.80], [-4.60, 1.28, 1.59], [0.06, -0.17, -0.09], [-0.78, -4.42, -2.34], [0.14, 0.42, -0.11], [0.34, -0.19, 0.08], [-0.45, -0.69, -1.30], [-0.28, 0.25, -0.17], [2.57, -0.09, -2.86], [0.67, 0.21, 1.83], [2.12, 0.67, -4.09], [0.21, -0.11, 0.08], [-0.02, -0.37, -0.15], [0.45, 0.28, -0.39], [0.32, 1.55, 0.83], [-0.96, 0.21, 3.19], [-0.16, 0.08, -0.36], [0.55, -0.96, -0.19], [-3.71, -3.90, 4.26], [0.16, -0.66, 0.62], [-1.16, -0.29, -0.22], [0.61, 0.07, -0.89], [0.03, 0.09, 0.36], [-0.34, 0.06, 0.42], [1.22, 1.92, 0.87], [0.41, 0.20, -1.01], [7.40, 1.08, -1.57], [0.55, -0.38, 0.19], [-5.10, 2.02, -3.83], [-2.83, 0.70, 2.71], [0.58, -0.30, -0.13], [-3.03, -1.59, -0.55], [0.45, -0.80, -0.40], [1.00, -0.29, 0.23], [-0.38, 3.23, -1.18], [1.83, -0.76, 0.02], [-0.84, -0.87, 1.89], [-3.98, -0.39, 0.76], [-0.58, -2.33, -1.07], [0.30, -3.44, -2.92], [0.13, -0.54, 0.06], [3.47, -2.27, -2.47], [-0.21, 1.09, 0.40], [-0.53, 0.04, -0.30], [0.72, 3.34, 1.76], [-0.86, 1.76, 0.41]],
  "homo_lumo_gap_ev": 5.19,
  "lumo_ha": -0.2214,
  "largest_force_ev_per_a": 7.645,
  "de_lowest_kcal_mol": 556.32,
  "charge": 1
}


{
  "formula": "C13H19NO3S",
  "method": "ωB97M-V/def2-TZVPD",
  "species": ["H", "H", "H", "O", "O", "C", "H", "H", "H", "C", "H", "H", "C", "O", "H", "H", "N", "H", "C", "C", "C", "H", "S", "H", "C", "H", "C", "H", "H", "C", "C", "H", "H", "C", "C", "H", "C"],
  "coordinates": [[-0.5864, -2.4508, 0.9418], [-1.7988, -6.4717, -4.1467], [-0.6039, 1.5266, 0.1518], [-3.8101, -0.7642, 0.6186], [-5.4496, -4.5197, 0.6809], [-4.6393, -1.1742, -0.2573], [-0.4831, 0.8646, 1.8184], [-1.4578, -4.2364, -0.4675], [-6.0150, 2.9186, -1.3001], [-1.0793, 0.8728, 0.9008], [-2.0945, 1.2367, 1.1012], [0.2415, -1.1083, 1.8050], [-4.5773, -2.4898, -0.7920], [-5.4847, -0.3341, -0.8655], [-7.1620, 1.5738, -1.4241], [-0.4136, -5.1355, -2.5511], [-1.1685, -0.5019, 0.4202], [-4.2084, -6.9146, -3.6196], [-1.4744, -5.3033, -2.3629], [-3.4388, -4.8579, -1.0420], [-5.2446, 1.0791, -0.5591], [-5.7929, 1.6855, -2.5470], [-4.2358, -3.8052, 0.2077], [-5.5377, 1.2594, 0.4839], [-4.2101, -5.6638, -1.8750], [-4.1845, 1.3249, -0.7159], [-3.6065, -6.2763, -2.9764], [-5.2648, -5.8077, -1.6493], [-2.2543, -1.8638, -0.7260], [-2.1406, -0.8252, -0.4190], [-2.0562, -4.7509, -1.2206], [0.6866, -1.5021, 0.1176], [-4.8399, -2.6676, -1.8304], [-6.1101, 1.8539, -1.5145], [-2.2539, -6.0553, -3.2476], [-2.5278, -0.0357, -1.0735], [-0.1451, -1.4511, 0.8400]],
  "forces_ev_per_a": [[0.13, 0.27, 0.06], [-0.12, 0.04, 0.26], [-0.04, -0.16, 0.29], [0.27, 0.44, 0.03], [-0.29, -0.09, -0.34], [0.57, -2.62, -1.04], [-0.24, 0.22, -0.20], [-0.11, 0.05, -0.28], [-0.05, 0.05, -0.03], [0.06, 0.18, -0.29], [0.31, -0.09, 0.08], [-0.02, -0.34, -0.17], [-0.60, 1.52, -0.80], [0.58, 1.11, 0.39], [0.13, -0.01, 0.04], [-0.23, -0.20, 0.01], [-0.28, 0.00, -0.92], [0.17, 0.14, 0.02], [-0.12, -0.04, 0.21], [-0.10, 0.31, -0.10], [-0.53, -0.56, -0.18], [-0.06, -0.01, 0.09], [1.26, -0.77, 1.20], [0.30, -0.03, -0.26], [0.29, 0.00, -0.07], [-0.27, -0.11, 0.23], [0.08, 0.13, 0.24], [0.16, 0.12, -0.05], [0.09, 0.27, -0.06], [0.19, 0.44, 1.12], [-0.37, -0.05, -0.30], [-0.31, 0.12, 0.23], [-0.72, 0.03, 0.25], [-0.07, 0.22, -0.19], [0.00, 0.08, 0.04], [0.07, -0.38, 0.32], [-0.12, -0.28, 0.19]],
  "homo_lumo_gap_ev": 7.47,
  "lumo_ha": 0.0021,
  "largest_force_ev_per_a": 2.881,
  "de_lowest_kcal_mol": 114.29
}


{
  "formula": "C3H6N2O2",
  "method": "ωB97M-V/def2-TZVPD",
  "species": ["H", "H", "C", "H", "H", "N", "C", "H", "O", "N", "H", "O", "C"],
  "coordinates": [[-2.3859, 0.5214, -1.1110], [0.2355, -1.5364, 0.3089], [1.6396, 0.5706, -0.0524], [1.9613, 0.5543, -1.9052], [2.4884, 1.2115, 0.1997], [-1.5620, 0.0334, -0.7930], [-0.0679, -0.7248, 0.9784], [-0.1957, -1.0881, 1.9973], [-2.2651, 0.1594, 1.3696], [1.3121, 0.1854, -1.2161], [-0.7397, -0.0148, -1.3859], [0.9887, 0.2422, 1.0627], [-1.4095, -0.1140, 0.5470]],
  "forces_ev_per_a": [[0.09, -0.06, 0.04], [-0.06, 0.12, 0.06], [0.04, 0.00, -0.25], [-0.03, -0.06, 0.07], [-0.11, -0.05, -0.07], [-0.05, 0.11, 0.06], [-0.09, -0.16, 0.05], [0.01, 0.03, -0.15], [0.25, -0.10, -0.25], [0.18, 0.10, 0.30], [-0.13, -0.01, 0.13], [0.00, 0.06, -0.04], [-0.11, 0.03, 0.05]],
  "homo_lumo_gap_ev": 10.56,
  "lumo_ha": 0.0300,
  "largest_force_ev_per_a": 0.363,
  "de_lowest_kcal_mol": 28.89
}


{
  "formula": "C3H4N2O2",
  "method": "ωB97M-V/def2-TZVPD",
  "species": ["O", "C", "O", "N", "C", "H", "C", "H", "H", "H", "N"],
  "coordinates": [[-2.4057, 0.3986, -0.2311], [-1.0811, 0.2469, -0.0105], [2.0280, -0.8417, -0.9611], [-0.2832, -0.3503, -0.9528], [0.9122, -0.3205, -0.4230], [1.7617, 0.3538, 1.3703], [-0.3732, 0.6403, 1.0853], [1.7346, -1.5378, -1.5658], [-2.5829, 0.0229, -1.1049], [-0.6545, 1.1269, 2.0047], [0.9441, 0.2611, 0.7889]],
  "forces_ev_per_a": [[-0.01, -0.08, -0.12], [0.11, 0.11, 0.22], [-0.06, -0.15, 0.01], [0.14, 0.00, 0.16], [-0.12, -0.02, 0.18], [-0.18, -0.02, -0.09], [-0.15, 0.04, -0.08], [0.13, 0.19, -0.07], [0.01, 0.07, 0.15], [0.05, -0.04, -0.17], [0.08, -0.09, -0.17]],
  "homo_lumo_gap_ev": 8.73,
  "lumo_ha": 0.0276,
  "largest_force_ev_per_a": 0.267,
  "de_lowest_kcal_mol": 28.40
}